Here is a molecular structure, C59H48Ge2KN6O3 at a distorted geometry from the Open Molecules 2025 dataset. Energies are from ωB97M-V/def2-TZVPD.

Computed properties:
DFT total energy in Eh: -7584.8371
Energy relative to the best compared isomer or geometry (same formula, charge and spin) in eV: 0.000
Highest occupied orbital energy (alpha / beta) in eV: 0.0 / -2.4
Molar mass in g mol⁻¹: 1073.4
Orbital gap (alpha / beta) in Ha: 0.113 / 0.199
Maximum force in hartree/bohr: 0.1849
Expectation value of S²: 0.777

The geometry in ORCA input format:
```
! wB97M-V def2-TZVPD RIJCOSX def2/J DEFGRID3
* xyz -2 2
K 0.0614 -0.3063 1.3380
C -8.1942 11.7239 -2.4556
O -7.3208 11.8330 -1.3555
C -6.6371 10.7534 -1.0216
C -6.2184 9.8636 -2.0161
C -5.4843 8.7345 -1.6301
C -5.0299 8.6248 -0.3043
C -5.3489 9.5379 0.6345
C -6.0409 10.6963 0.2774
C -4.1803 7.4292 -0.1482
N -4.0356 6.4854 -1.0941
C -3.2526 5.5383 -0.5779
C -2.8211 5.8760 0.6724
N -3.4969 7.0202 1.0097
C -1.8957 5.0123 1.4060
C -1.3086 5.4388 2.5977
C -0.2647 4.6589 3.1457
C -0.0868 3.4087 2.5218
N -0.6298 2.9387 1.4272
C -1.4836 3.8024 0.7640
C -2.0139 3.3626 -0.4966
N -1.6636 2.1435 -1.0354
C -2.3037 1.7536 -2.0958
C -3.1958 2.5352 -2.7891
C -3.5635 3.8071 -2.4475
C -2.9648 4.2402 -1.1771
H -9.1189 12.2351 -2.1579
H -8.3954 10.6764 -2.7270
H -7.8984 12.2057 -3.1822
H -6.5312 10.1145 -2.9931
H -5.1327 7.9009 -2.2194
H -5.1435 9.4381 1.6117
H -6.3378 11.2309 1.1262
H -3.1250 7.6842 1.9784
H -1.8064 6.1896 3.2565
H 0.1514 4.8191 4.1396
H 0.6246 2.7434 3.1324
H -2.1595 0.7243 -2.4481
H -3.5426 2.0835 -3.7200
H -4.1367 4.4677 -2.9681
O 2.7549 -0.8002 2.9401
O 1.8219 0.2674 3.0750
N 1.2688 1.6126 -0.9369
C 1.6022 0.4917 -1.6448
C 2.9175 0.4723 -1.8368
N 3.4610 1.6902 -1.2707
C 2.4098 2.2724 -0.7225
H 0.3256 1.8992 -0.6719
H 0.7509 -0.2056 -1.8144
H 3.4907 -0.1970 -2.3148
H 2.3830 3.2302 -0.1562
C -1.3965 -1.9152 -3.2233
Ge -1.5400 -2.5648 -1.2947
C -3.3615 -3.3389 -1.4309
C -4.4380 -2.6817 -1.9506
C -5.7260 -3.2049 -1.9927
C -5.9771 -4.4974 -1.4098
C -4.8993 -5.1971 -0.9139
C -3.6287 -4.6356 -0.8890
C -0.3811 -4.2763 -1.9012
C 0.7794 -4.3944 -1.1181
C 1.8682 -5.1954 -1.5645
C 1.8665 -5.8648 -2.7584
C 0.6453 -5.8347 -3.5051
C 0.5832 -6.4715 -4.7418
C -0.5641 -6.6340 -5.4827
C -1.7298 -6.0368 -4.9774
C -1.7389 -5.2360 -3.8559
C -0.4926 -5.1502 -3.0316
H -2.3468 -2.1736 -3.8173
H -0.5849 -2.4555 -3.6467
H -1.2514 -0.8781 -3.3762
H -4.2316 -1.7134 -2.2768
H -6.5259 -2.5735 -2.3329
H -6.9491 -4.9814 -1.4936
H -5.0098 -6.2405 -0.5327
H -2.7777 -5.2011 -0.4873
H 0.8577 -3.7621 -0.2837
H 2.7944 -5.2449 -0.9477
H 2.7190 -6.4225 -3.0741
H 1.5662 -6.8115 -5.1660
H -0.5190 -7.1910 -6.4217
H -2.6083 -6.0917 -5.5669
H -2.6460 -4.7498 -3.5239
C 2.5545 -1.9744 3.3390
Ge 4.3566 -2.8529 2.9810
C 4.2062 -4.6995 3.4564
C 3.0142 -5.1798 4.0013
C 2.9023 -6.4450 4.4977
C 3.9799 -7.3509 4.3713
C 5.1206 -6.9290 3.7512
C 5.2463 -5.5864 3.2846
C 4.9824 -2.7445 1.1703
C 5.5345 -1.5474 0.7030
C 6.0732 -1.5315 -0.6253
C 6.0719 -2.7144 -1.4026
C 5.3988 -3.8687 -0.9720
C 4.8709 -3.8862 0.3086
C 5.6904 -2.1238 4.2937
C 7.0432 -1.8779 4.0263
C 7.8857 -1.4401 5.0677
C 7.4090 -1.2687 6.3418
C 6.0557 -1.4788 6.6263
C 5.2217 -1.8856 5.5793
H 2.2052 -4.4900 4.0377
H 2.0504 -6.7224 5.0571
H 3.9190 -8.3317 4.7341
H 5.9692 -7.6565 3.5438
H 6.2036 -5.1602 3.0584
H 5.4352 -0.6348 1.2074
H 6.5296 -0.6316 -1.0555
H 6.4991 -2.6693 -2.3809
H 5.3113 -4.6678 -1.6452
H 4.5303 -4.7253 0.7464
H 7.3608 -1.9969 2.9934
H 8.9207 -1.1796 4.8564
H 8.0743 -0.9259 7.0820
H 5.5664 -1.3360 7.5857
H 4.1918 -2.0251 5.7437
*
```

These are the Löwdin partial charges, in e, on atoms 1 to 8:
1 K 0.57
2 C -0.06
3 O -0.06
4 C -0.30
5 C 0.00
6 C 0.01
7 C -0.18
8 C -0.05